The following is a quantum chemistry calculation of C40H39N4O4PbTe as an isolated structure, from OMol25.

Geometry as ORCA input:
```
! RIJCOSX wB97M-V def2-TZVPD def2/J DEFGRID3
* xyz -1 1
Pb -0.326 0.279 -0.808
C 1.360 3.944 1.462
C 1.247 2.453 1.173
O 0.143 1.889 1.410
C 2.406 1.843 0.679
C 2.641 0.457 0.495
C 4.083 0.008 0.505
N 1.681 -0.424 0.335
N 2.141 -1.729 0.320
C 1.320 -2.700 0.205
O -0.005 -2.779 0.095
C 1.920 -4.070 0.171
C 1.157 -5.168 -0.217
C 1.716 -6.439 -0.246
C 3.040 -6.630 0.118
C 3.805 -5.537 0.510
C 3.251 -4.269 0.535
H 1.727 4.469 0.578
H 2.065 4.129 2.275
H 0.392 4.350 1.749
H 3.276 2.482 0.598
H 4.744 0.872 0.460
H 4.282 -0.668 -0.325
H 4.293 -0.545 1.422
H 0.122 -5.017 -0.491
H 1.111 -7.282 -0.555
H 3.474 -7.622 0.100
H 4.840 -5.677 0.801
H 3.835 -3.409 0.832
O 0.745 -1.332 -2.282
N 0.120 -2.042 -3.121
N -1.113 -1.731 -3.295
O -1.717 -0.740 -2.698
C -1.856 -2.525 -4.225
C -1.262 -3.560 -4.942
C -2.031 -4.295 -5.828
C -3.380 -4.010 -6.004
C -3.958 -2.978 -5.282
C -3.201 -2.231 -4.391
H -0.215 -3.777 -4.796
H -1.569 -5.101 -6.385
H -3.973 -4.592 -6.698
H -5.008 -2.749 -5.409
H -3.622 -1.421 -3.814
Te -1.617 2.814 3.577
C -3.039 3.469 5.019
C -3.566 4.759 4.985
C -4.494 5.170 5.931
C -4.896 4.301 6.937
C -4.370 3.019 6.988
C -3.451 2.605 6.030
C -3.027 2.882 1.995
C -4.371 2.611 2.236
C -5.278 2.579 1.186
C -4.852 2.804 -0.116
C -3.513 3.073 -0.357
C -2.604 3.120 0.692
H -3.251 5.442 4.205
H -4.901 6.173 5.885
H -5.618 4.623 7.678
H -4.681 2.334 7.767
H -3.059 1.595 6.061
H -4.717 2.411 3.242
H -6.319 2.360 1.389
H -5.556 2.759 -0.938
H -3.163 3.237 -1.369
H -1.557 3.303 0.489
C -2.572 -0.562 1.680
C -1.547 -1.694 1.661
C -0.453 -1.356 2.682
C -0.985 -1.716 0.228
C -2.185 -3.045 1.988
C -1.392 -4.162 2.270
C -1.952 -5.405 2.516
C -3.330 -5.574 2.495
C -4.134 -4.479 2.225
C -3.567 -3.235 1.975
H -2.047 0.387 1.583
H -3.118 -0.529 2.627
H -3.298 -0.640 0.865
H 0.010 -0.403 2.420
H 0.327 -2.118 2.717
H -0.887 -1.270 3.682
H -1.789 -2.069 -0.428
H -0.316 -4.064 2.289
H -1.303 -6.248 2.724
H -3.768 -6.546 2.688
H -5.212 -4.587 2.206
H -4.224 -2.402 1.760
*
```

Summary:
**Relative energy (zero: lowest compared OMol25 entry of this formula, charge and spin)**: 0.0 kJ/mol
**Highest occupied orbital energy**: -4.44 eV
**Max |F|**: 0.00439 hartree/bohr

Atomic partial charges in e from the Mulliken method, atoms 1 to 5: atom 1 (Pb): 1.127, atom 2 (C): -1.899, atom 3 (C): 0.750, atom 4 (O): -0.378, atom 5 (C): -1.638